# 1
C5H13N | the ωB97M-V functional and the def2-TZVPD basis

- Charge: +1
- Molar mass: 87.17 g/mol
- <S²>: 0.7598
- HOMO level (spin up / spin down): -0.4810 / -0.4810 Ha
- Multiplicity: 2

Each line ends with the Löwdin charge.
Element x y z (Å)
1 C 0.57417 -3.80712 -1.80594  -0.12
2 C -0.38483 -3.89644 -0.59727  -0.33
3 C -1.83446 -3.62806 -0.99543  -0.13
4 H 0.74948 -4.80539 -2.19772  0.07
5 H 1.46452 -3.24789 -1.52308  0.06
6 H 0.13243 -3.16471 -2.56629  0.06
7 H -0.04682 -3.29670 0.24604  0.09
8 H -0.29085 -4.92573 -0.23792  0.09
9 H -2.08485 -4.30135 -1.82037  0.07
10 H -2.56481 -3.80908 -0.21591  0.06
11 H -1.84122 -2.60897 -1.39232  0.07
12 C 1.56396 4.47253 0.55718  0.02
13 C -0.49825 3.66513 1.69068  0.14
14 N 0.63615 4.13050 1.61723  0.16
15 H 0.93432 4.61424 -0.32441  0.13
16 H 2.28800 3.66703 0.40896  0.12
17 H 2.16082 5.32764 0.86990  0.12
18 H -0.95308 3.43576 2.66661  0.15
19 H -1.22791 3.46080 0.89291  0.16

---

# 2
C14H22IrN2O7S | the ωB97M-V functional and the def2-TZVPD basis

- Charge: +1
- Molar mass: 554.62 g/mol
- HOMO level (spin up / spin down): -0.3952 / -0.3947 Ha
- Multiplicity: 1

Each line ends with the Löwdin charge.
Element x y z (Å)
1 Ir 0.22934 0.10281 -0.28003  1.52
2 O -2.09046 1.68479 2.99807  0.14
3 C -1.34999 0.96585 2.38652  -0.61
4 O -1.38590 0.62745 1.17962  -0.15
5 C -0.20629 0.22704 3.27711  -0.11
6 C -0.07712 -1.22544 2.80113  -0.26
7 C 0.69588 -2.00101 3.88215  -0.08
8 C 2.12941 -1.49482 3.64212  -0.08
9 C 1.90189 -0.49719 2.49180  -0.26
10 O 0.86935 -1.13979 1.73982  -0.15
11 C 1.19584 0.73015 3.07004  -0.10
12 C 1.21665 1.99281 1.97091  -0.64
13 O 0.91230 3.03372 2.47549  0.13
14 O 1.55110 1.61909 0.84577  -0.08
15 H -0.57947 0.34918 4.29141  0.16
16 H -0.99824 -1.68623 2.45219  0.15
17 H 0.33357 -1.78087 4.88284  0.13
18 H 0.61051 -3.07210 3.70994  0.12
19 H 2.57200 -1.03115 4.51971  0.13
20 H 2.78523 -2.29681 3.30521  0.12
21 H 2.76160 -0.28550 1.86055  0.16
22 H 1.67412 1.16374 3.94422  0.16
23 O 1.18013 -1.92152 -1.28251  -0.06
24 H 0.45893 -2.21013 -1.85435  0.06
25 H 1.24150 -2.55832 -0.56216  0.08
26 C -3.91770 -0.62693 -2.44070  -0.21
27 S -2.96061 -0.38944 -0.88974  0.93
28 C -3.76634 -1.72969 0.06492  -0.20
29 O -1.61523 -0.98098 -1.25551  -0.64
30 H -3.69311 -1.59698 -2.86999  0.06
31 H -3.62522 0.15279 -3.13784  0.05
32 H -4.97501 -0.53452 -2.22230  0.06
33 H -4.76567 -1.40783 0.33685  0.07
34 H -3.18708 -1.89253 0.96912  0.05
35 H -3.80601 -2.64740 -0.51339  0.07
36 C 2.80225 1.90011 -4.93115  0.01
37 N 1.77565 1.83234 -3.92495  -0.11
38 C 0.58245 2.48813 -3.92501  -0.02
39 C -0.08072 2.09735 -2.79754  -0.09
40 N 0.69736 1.21128 -2.12069  -0.07
41 C 1.80911 1.07721 -2.81754  -0.12
42 H 2.43051 2.43185 -5.80533  0.10
43 H 3.09477 0.89237 -5.22915  0.10
44 H 3.68209 2.42235 -4.55101  0.11
45 H 0.29876 3.16550 -4.70441  0.13
46 H -1.04486 2.39057 -2.43677  0.12
47 H 2.63276 0.44870 -2.54545  0.15

---

# 3
C28H22Br4Cl2F8O4 | the ωB97M-V functional and the def2-TZVPD basis

- Charge: 0
- Molar mass: 964.99 g/mol
- SMILES: C#Cc1c(COC)c(C[C@H](C)Br)c2c(c1/C(Br)=C(/C)Br)C(=O)C(Br)=C(/C(Cl)=C(\C)Cl)C2=O.FC(F)C(F)(F)COC(F)(F)C(F)F
- HOMO level: -0.3331 Ha
- Multiplicity: 1

Each line ends with the Löwdin charge.
Element x y z (Å)
1 C 6.56912 -5.30426 0.46986  0.09
2 C 5.37165 -4.65062 0.04861  -0.04
3 C 4.03975 -3.64722 0.17795  -0.04
4 C 4.19273 -2.00653 -0.10671  0.00
5 C 5.72068 -1.49082 -0.52944  -0.21
6 O 6.62775 -1.38090 0.65007  -0.26
7 C 8.01195 -1.09029 0.22673  -0.14
8 C 2.89935 -0.95899 0.04436  -0.03
9 C 3.14269 0.63494 -0.26073  -0.19
10 C 2.87558 1.05679 -1.85189  -0.66
11 C 1.23616 1.12314 -2.17593  -0.16
12 Br 3.66372 -0.24922 -3.15793  0.62
13 C 1.42797 -1.56408 0.50994  0.04
14 C 1.30289 -3.21331 0.75696  0.04
15 C 2.57404 -4.26070 0.59518  -0.09
16 C 2.34929 -5.89713 0.85544  -0.58
17 Br 1.63387 -6.93545 -0.74845  0.60
18 C 2.61149 -6.56485 2.16055  -0.60
19 C 2.33804 -8.16968 2.40825  -0.16
20 Br 3.29306 -5.52247 3.77652  0.59
21 C -0.19152 -3.74199 1.22004  -0.22
22 O -0.43982 -4.78403 2.01817  -0.03
23 C -1.48108 -2.86295 0.68024  -0.41
24 Br -3.19653 -3.87101 0.34160  0.68
25 C -1.37357 -1.36653 0.46005  -0.11
26 C -2.75600 -0.62096 -0.03703  -0.57
27 Cl -3.31736 -0.81764 -1.80484  0.51
28 C -3.60289 0.18449 0.89468  -0.56
29 C -3.25521 0.45699 2.47595  -0.11
30 Cl -5.16689 0.94098 0.22893  0.54
31 C 0.07387 -0.63230 0.72185  -0.17
32 O 0.06755 0.64239 1.12206  -0.04
33 H 7.51948 -5.89793 0.88166  0.07
34 H 6.16851 -2.25758 -1.32546  0.14
35 H 5.71023 -0.40551 -1.01644  0.09
36 H 8.59526 -2.05800 -0.15809  0.10
37 H 8.08846 -0.31201 -0.65824  0.10
38 H 8.66914 -0.63674 1.10633  0.11
39 H 4.27157 0.87604 0.03335  0.12
40 H 2.46756 1.34881 0.37590  0.12
41 H 3.40746 2.10323 -2.06469  0.11
42 H 0.87951 -0.00525 -2.14642  0.08
43 H 0.66242 1.82101 -1.43020  0.09
44 H 1.15656 1.48396 -3.29002  0.08
45 H 3.11346 -8.63943 3.16413  0.08
46 H 1.27326 -8.29937 2.90729  0.10
47 H 2.35717 -8.80347 1.41879  0.06
48 H -2.10838 0.73533 2.64968  0.09
49 H -3.61749 -0.39136 3.21052  0.10
50 H -3.85243 1.43597 2.79252  0.08
51 F -7.32276 6.56934 -1.23843  0.08
52 C -7.47420 5.85189 -0.10282  -0.29
53 F -8.13182 6.65969 0.77204  0.09
54 C -6.14029 5.40222 0.48252  -0.43
55 F -5.38163 6.46522 0.86169  0.12
56 F -6.39522 4.70071 1.63192  0.10
57 C -5.30804 4.48945 -0.43077  -0.08
58 O -4.27437 5.12762 -1.18499  0.03
59 C -4.69122 5.71732 -2.41551  -0.48
60 F -5.95754 5.32469 -2.69175  0.12
61 F -3.90892 5.15579 -3.37738  0.14
62 C -4.51999 7.24105 -2.43482  -0.26
63 F -5.22916 7.83691 -1.44182  0.09
64 F -4.97098 7.77095 -3.60289  0.09
65 H -8.12372 4.99774 -0.31459  0.17
66 H -4.77339 3.79756 0.23341  0.11
67 H -5.93108 3.83873 -1.05536  0.14
68 H -3.46969 7.51965 -2.31212  0.18

---

# 4
C28H37NO4 | the ωB97M-V functional and the def2-TZVPD basis

- Charge: 0
- Molar mass: 451.61 g/mol
- SMILES: CC(C)c1ccccc1OC[C@H](O)CN(C[C@H](O)COc1cccc2ccccc12)C(C)C
- HOMO level: -0.2926 Ha
- Multiplicity: 1

Each line ends with the Löwdin charge.
Element x y z (Å)
1 C -1.81364 -1.86209 2.02171  -0.05
2 C -2.49154 -2.56664 0.84292  -0.36
3 C -3.51091 -3.58684 1.34574  -0.07
4 C -3.08394 -1.53211 -0.08535  -0.13
5 C -4.39986 -1.11404 0.00003  -0.03
6 C -4.91191 -0.15938 -0.86419  -0.10
7 C -4.09776 0.39103 -1.83303  -0.10
8 C -2.77182 0.00277 -1.93141  -0.03
9 C -2.25954 -0.94689 -1.06025  -0.20
10 O -0.96453 -1.38829 -1.09172  -0.05
11 C -0.03719 -0.73856 -1.93438  -0.13
12 C 1.32914 -1.39706 -1.68220  -0.32
13 O 1.34889 -2.69289 -2.22477  -0.02
14 C 1.65608 -1.37894 -0.17019  -0.12
15 N 3.08141 -1.27567 0.09208  -0.13
16 C 3.44829 -0.00254 0.68164  -0.14
17 C 3.45077 1.10966 -0.37699  -0.35
18 O 4.60149 1.05312 -1.18512  -0.01
19 C 3.38714 2.48705 0.29652  -0.13
20 O 2.15493 2.65356 0.95882  -0.05
21 C 1.00651 2.73263 0.21943  -0.22
22 C 0.94085 3.13069 -1.09422  -0.02
23 C -0.29707 3.22977 -1.74661  -0.08
24 C -1.46037 2.91992 -1.10294  -0.06
25 C -1.43347 2.47810 0.23640  -0.16
26 C -2.61005 2.12017 0.92598  -0.03
27 C -2.55927 1.68419 2.21957  -0.08
28 C -1.32886 1.58851 2.88599  -0.09
29 C -0.17015 1.93366 2.24757  -0.02
30 C -0.19069 2.38411 0.91244  -0.09
31 C 3.70602 -2.42809 0.73554  -0.42
32 C 3.24644 -2.66942 2.18042  -0.05
33 C 3.51448 -3.68602 -0.10997  -0.05
34 H -1.33463 -2.58928 2.67443  0.08
35 H -2.54883 -1.30688 2.59958  0.08
36 H -1.06264 -1.16188 1.66486  0.06
37 H -1.72179 -3.10345 0.27849  0.13
38 H -4.07753 -4.00572 0.51723  0.08
39 H -2.99706 -4.39838 1.85698  0.08
40 H -4.20357 -3.13501 2.05140  0.07
41 H -5.04616 -1.53996 0.75099  0.11
42 H -5.94376 0.14731 -0.77936  0.10
43 H -4.48720 1.12795 -2.52025  0.11
44 H -2.14636 0.44613 -2.68958  0.11
45 H -0.30830 -0.87364 -2.99024  0.14
46 H 0.00566 0.33468 -1.70719  0.12
47 H 2.09687 -0.84898 -2.23563  0.15
48 H 0.61931 -3.18592 -1.82989  0.10
49 H 1.12803 -0.53277 0.28390  0.12
50 H 1.24009 -2.28875 0.26821  0.12
51 H 4.45995 -0.07233 1.08961  0.14
52 H 2.76719 0.29389 1.49541  0.13
53 H 2.55166 1.00390 -1.00427  0.13
54 H 4.71104 0.13238 -1.45311  0.09
55 H 3.57642 3.27065 -0.44393  0.13
56 H 4.14825 2.55966 1.07659  0.14
57 H 1.83387 3.38421 -1.64336  0.11
58 H -0.31181 3.56035 -2.77506  0.11
59 H -2.41244 3.00179 -1.60460  0.11
60 H -3.55395 2.19102 0.40621  0.11
61 H -3.46762 1.41081 2.73631  0.11
62 H -1.30254 1.23903 3.90777  0.11
63 H 0.78174 1.87007 2.75214  0.11
64 H 4.77976 -2.20055 0.75434  0.14
65 H 3.76825 -3.52928 2.59251  0.08
66 H 2.17725 -2.86527 2.22127  0.07
67 H 3.46148 -1.80448 2.80361  0.07
68 H 4.25516 -4.43184 0.16722  0.08
69 H 2.52899 -4.11853 0.03984  0.07
70 H 3.62575 -3.44880 -1.16367  0.08

---

# 5
H12O6 | the ωB97M-V functional and the def2-TZVPD basis

- Charge: 0
- Molar mass: 108.09 g/mol
- SMILES: O.O.O.O.O.O
- HOMO level: -0.3899 Ha
- Multiplicity: 1

Each line ends with the Löwdin charge.
Element x y z (Å)
1 O 1.25356 -3.32306 0.21086  -0.07
2 H 1.40477 -4.08242 0.77365  0.03
3 H 0.66781 -2.76117 0.71821  -0.03
4 O -1.46929 -0.03658 -2.38213  -0.06
5 H -1.60068 0.90824 -2.30285  -0.05
6 H -0.69974 -0.12551 -2.94438  0.05
7 O 0.24640 -1.82453 2.25526  -0.04
8 H 1.02428 -1.27816 2.36755  0.03
9 H -0.44835 -1.34957 2.71129  0.06
10 O 0.34395 0.68778 -0.18130  -0.04
11 H 0.08409 -0.22165 -0.03413  0.03
12 H -0.38900 1.07195 -0.66237  0.01
13 O 1.91588 0.89726 2.26703  -0.05
14 H 2.01090 1.76503 2.65968  0.04
15 H 1.65158 1.07033 1.36347  0.00
16 O -1.74156 2.57465 -2.24573  -0.03
17 H -2.43945 2.68253 -2.89191  0.07
18 H -1.81515 3.34487 -1.68217  0.07

---

# 6
C9H16IMgNO | the ωB97M-V functional and the def2-TZVPD basis

- Charge: 0
- Molar mass: 305.44 g/mol
- HOMO level: -0.2783 Ha
- Multiplicity: 1

Each line ends with the Löwdin charge.
Element x y z (Å)
1 C -2.20205 0.19944 -3.64648  -0.19
2 C -2.37229 -1.27186 -3.81712  -0.20
3 H -2.99372 0.59925 -3.00822  0.06
4 H -2.28192 0.64739 -4.64010  0.06
5 H -1.20925 0.44664 -3.18614  0.06
6 H -2.02797 -1.84943 -2.92283  0.07
7 H -3.42383 -1.54607 -3.99765  0.07
8 H -1.74156 -1.58246 -4.68490  0.07
9 Mg 0.46924 -0.95683 0.08227  0.24
10 C 1.44611 -0.68673 -1.73469  -0.23
11 H 1.86252 -1.68200 -1.93268  -0.05
12 H 2.13541 -0.06281 -1.13062  -0.05
13 H 1.04692 -0.15414 -2.60934  -0.05
14 I -2.02677 -1.08882 1.07899  0.19
15 O 1.49613 -2.01120 1.45556  -0.17
16 C 0.88669 -1.36029 2.69139  -0.16
17 C 0.89324 0.16528 2.48277  -0.28
18 C 1.23905 1.02389 3.52839  0.00
19 C 1.14880 2.38957 3.31211  -0.04
20 C 0.59621 2.85635 2.10574  -0.02
21 C 0.30516 1.93776 1.08997  -0.09
22 N 0.63298 0.66075 1.26062  -0.05
23 H 1.21512 -2.97909 1.45985  0.15
24 H -0.14477 -1.77831 2.82433  0.03
25 H 1.62903 -1.66521 3.43815  0.13
26 H 1.61016 0.54499 4.42831  0.12
27 H 1.49990 3.08945 4.06363  0.11
28 H 0.47679 3.90435 1.87548  0.11
29 H -0.16531 2.21012 0.13317  0.14

---

# 7
C5H9NO | the ωB97M-V functional and the def2-TZVPD basis

- Charge: 0
- Molar mass: 99.13 g/mol
- SMILES: C/C=N\C.C=C=O
- HOMO level: -0.3307 Ha
- Multiplicity: 1

Each line ends with the Löwdin charge.
Element x y z (Å)
1 C 1.59761 0.16427 1.20710  -0.07
2 C 0.70274 0.78778 0.17159  -0.26
3 N 0.40964 0.32897 -0.99303  -0.04
4 C 0.59773 -1.05319 -1.32582  -0.13
5 H 1.87704 0.89846 1.95786  0.07
6 H 2.49784 -0.25550 0.75892  0.08
7 H 1.06875 -0.65109 1.70004  0.07
8 H 0.57606 1.86355 0.26428  0.11
9 H 1.24780 -1.09030 -2.20343  0.08
10 H -0.37030 -1.47467 -1.59958  0.08
11 H 1.01929 -1.68957 -0.54046  0.07
12 C -2.44066 0.68598 -0.29735  0.00
13 C -1.77994 0.13209 0.68846  -0.31
14 O -1.58400 -0.60648 1.58350  0.13
15 H -1.90799 1.18820 -1.08474  0.05
16 H -3.51162 0.77149 -0.28733  0.06

---

# 8
C11H24NO3P | the ωB97M-V functional and the def2-TZVPD basis

- Charge: 0
- Molar mass: 249.29 g/mol
- SMILES: NC(=O)CCP.C1CCOC1.C1CCOC1
- HOMO level: -0.3374 Ha
- Multiplicity: 1

Each line ends with the Löwdin charge.
Element x y z (Å)
1 N -3.28084 -3.65425 3.36402  0.09
2 C -2.77749 -4.30270 2.17741  -0.55
3 O -3.43052 -5.08482 1.53814  0.08
4 C -1.35844 -3.95387 1.79787  -0.19
5 C -1.28185 -3.09136 0.52441  -0.48
6 P -2.49231 -1.71766 0.28901  0.81
7 H -3.76570 -4.36116 3.90885  0.08
8 H -3.98804 -2.98080 3.08533  0.07
9 H -0.88277 -3.42823 2.62165  0.09
10 H -0.84384 -4.90042 1.62657  0.12
11 H -0.32010 -2.57579 0.51334  0.03
12 H -1.32975 -3.72466 -0.36052  0.07
13 H -2.57181 -1.32090 1.64175  -0.10
14 H -3.65788 -2.51779 0.31906  -0.11
15 C 2.59820 -0.54319 1.82930  -0.16
16 C 2.60217 0.61353 0.82977  -0.16
17 C 1.34475 0.32604 0.02136  -0.19
18 O 0.43091 -0.30773 0.92437  -0.19
19 C 1.10927 -0.68578 2.12163  -0.21
20 H 3.18426 -0.35079 2.72682  0.11
21 H 2.98160 -1.45090 1.35831  0.11
22 H 2.50662 1.56751 1.35191  0.12
23 H 3.49556 0.65420 0.20925  0.11
24 H 1.55514 -0.35621 -0.80974  0.12
25 H 0.88316 1.22337 -0.38222  0.09
26 H 0.80080 -0.02165 2.93633  0.12
27 H 0.81920 -1.70549 2.38532  0.10
28 C 0.43930 3.64110 -4.02225  -0.17
29 C -0.13855 4.52814 -2.91997  -0.17
30 C 0.22867 3.73740 -1.67067  -0.21
31 O 1.45569 3.06844 -1.97046  -0.16
32 C 1.72475 3.14639 -3.37088  -0.20
33 H 0.62026 4.16777 -4.95800  0.11
34 H -0.23157 2.80384 -4.22374  0.11
35 H 0.35934 5.49974 -2.91586  0.11
36 H -1.21105 4.69349 -3.00918  0.11
37 H -0.53974 2.99235 -1.43570  0.12
38 H 0.38027 4.36489 -0.79158  0.12
39 H 2.54921 3.84739 -3.53967  0.12
40 H 2.03313 2.16058 -3.72135  0.12